(1)
Formula: C41H37CeI2N8O
Source: the Open Molecules 2025 dataset
Level of theory: the ωB97M-V functional and the def2-TZVPD basis

The geometry in XYZ format:
```
90
Properties=species:S:1:pos:R:3:forces:R:3
Ce 0.584580 -0.398546 0.492714 0.1 0.4 0.3
C -2.444220 1.403254 1.659414 0.1 0.2 -0.2
C -2.514720 1.379754 0.130114 -0.1 -0.4 0.4
C -2.806620 -0.021046 -0.438186 0.0 0.5 -0.3
N -1.875620 -0.982946 0.129914 0.6 -0.1 0.3
C -2.334320 -1.975846 0.866014 0.2 -0.4 -0.2
C -3.684720 -2.190746 1.236014 -0.1 0.2 0.1
C -4.354020 -3.356146 1.537914 0.1 -0.1 -0.1
C -3.884120 -4.660746 1.510414 0.1 -0.3 0.0
C -2.552020 -5.038946 1.456814 -0.6 -0.1 0.0
C -1.439720 -4.234846 1.559014 0.5 0.5 -0.1
C -1.306720 -2.826946 1.516614 -0.9 -0.4 0.0
N -0.272520 -2.154046 1.990614 0.9 0.8 -0.7
C 0.608380 -2.799346 2.954214 0.4 -0.1 0.1
C 2.063580 -2.911146 2.453114 -0.1 0.2 0.2
C 2.886380 -1.663846 2.802614 0.1 -0.6 0.0
N 2.221480 -0.462846 2.331514 -0.8 0.1 -0.3
C 2.295680 0.648154 3.025014 0.3 0.7 -0.1
C 2.767780 0.760054 4.359314 -0.2 -0.2 0.0
C 3.304980 1.823454 5.043014 0.2 0.2 -0.1
C 3.665880 3.075254 4.556414 0.1 0.2 -0.1
C 3.302480 3.597554 3.328314 0.1 0.0 0.4
C 2.368480 3.097054 2.442914 -0.1 -0.4 -0.4
C 1.687180 1.860054 2.412114 0.6 0.1 0.8
N 0.514280 1.691854 1.808014 -0.1 -0.9 -0.8
C -0.311420 2.881954 1.654214 -0.6 0.2 -0.1
C -1.729720 2.640454 2.209714 0.2 -0.2 -0.1
H -1.899620 0.515654 2.010914 -0.2 0.1 0.1
H -3.455820 1.363054 2.075714 0.1 -0.1 0.0
H -1.541720 1.694754 -0.260886 -0.2 0.1 -0.1
H -3.284120 2.076254 -0.212286 0.2 0.1 -0.2
H -2.658520 0.010754 -1.526386 -0.1 -0.1 0.2
H -3.853820 -0.290746 -0.273686 0.2 0.0 0.0
H -4.297920 -1.301446 1.279914 0.0 0.1 -0.1
H -5.409320 -3.242846 1.757414 0.0 0.1 0.0
H -4.616820 -5.452046 1.589814 0.0 0.0 0.0
H -2.356020 -6.106246 1.433614 0.0 0.0 0.0
H -0.502320 -4.768046 1.671014 0.0 0.0 0.1
H 0.236180 -3.790246 3.251314 0.0 0.4 -0.1
H 0.593680 -2.165246 3.852914 0.0 -0.2 -0.1
H 2.064780 -3.064946 1.364414 0.0 -0.1 0.2
H 2.541880 -3.775946 2.919914 0.0 0.0 -0.2
H 3.873780 -1.733946 2.318314 -0.2 0.1 0.1
H 3.058980 -1.659346 3.886614 -0.1 0.0 -0.3
H 2.654180 -0.143846 4.947914 0.1 0.0 -0.1
H 3.571880 1.628854 6.076014 0.0 -0.1 0.0
H 4.270280 3.702354 5.199414 0.0 0.0 0.0
H 3.712780 4.568954 3.075114 0.0 0.0 0.0
H 2.132480 3.746454 1.606514 -0.1 0.0 0.1
H -0.367920 3.192554 0.598614 0.1 0.0 0.2
H 0.111080 3.728654 2.217914 -0.1 -0.3 -0.3
H -2.323820 3.541854 2.029914 0.0 0.0 0.0
H -1.637920 2.507254 3.288514 0.0 0.2 0.1
I 4.907580 1.441854 -1.889486 0.1 -0.4 -0.1
C 4.292880 -0.568746 -2.012986 -0.9 1.2 0.9
C 5.003580 -1.510646 -2.728086 0.1 -0.8 -0.3
C 4.542980 -2.806246 -2.805486 0.7 -0.2 -0.5
I 5.677480 -4.198046 -3.939286 -0.3 0.4 0.3
C 3.323680 -3.178646 -2.215186 -0.4 0.3 0.3
C 2.744080 -4.463046 -2.286186 -0.1 0.0 0.0
C 1.490380 -4.678246 -1.779686 0.0 0.2 0.0
C 0.811180 -3.613546 -1.168286 -0.2 -0.1 0.1
N 1.348680 -2.422746 -0.999386 -0.4 0.2 0.3
C 2.581080 -2.184346 -1.505886 0.9 0.5 -0.3
C 3.095380 -0.841246 -1.336886 1.7 -1.8 -1.7
O 2.481280 0.040454 -0.657486 -2.0 0.5 1.8
H 5.920780 -1.225746 -3.220886 0.0 0.0 0.0
H 3.290280 -5.267246 -2.760186 0.0 0.0 0.0
H 1.019480 -5.647346 -1.844086 0.0 0.0 0.0
H -0.201820 -3.737246 -0.801186 0.0 -0.1 0.1
N -5.042720 6.979254 -5.316086 -0.2 0.2 -0.1
C -4.307620 6.142054 -5.047486 -0.3 0.4 -0.2
C -3.404820 5.116854 -4.679586 0.6 -0.6 0.3
C -2.932420 5.064354 -3.367286 0.0 0.0 -0.2
C -2.108220 4.031954 -2.974486 0.1 -0.2 -0.1
C -1.728020 3.048154 -3.885486 -0.6 0.9 -0.3
C -2.150020 3.134854 -5.210186 0.2 -0.2 0.2
C -2.996020 4.153254 -5.601086 -0.1 0.2 0.1
N -1.003920 1.935854 -3.425686 0.6 -0.6 0.4
C -1.174220 0.640754 -3.847886 0.1 -0.5 0.1
C -0.505920 -0.147146 -2.959786 -0.2 -0.1 -0.5
N 0.081680 0.632754 -2.002086 -0.1 0.0 0.4
C -0.220020 1.869354 -2.318186 0.1 0.3 0.0
H -3.239720 5.814654 -2.656086 0.0 0.1 0.0
H -1.784120 3.970854 -1.948986 0.0 0.0 0.2
H -1.820120 2.407654 -5.935286 0.0 -0.1 -0.1
H -3.354320 4.199554 -6.617586 0.0 0.0 -0.1
H -1.770020 0.382054 -4.697686 -0.1 0.0 -0.2
H -0.408920 -1.218046 -2.951186 0.0 -0.1 0.0
H 0.163580 2.738354 -1.813686 -0.1 0.1 0.1
```
Forces are in eV/Å.

Calculated values
Total charge = +1
Kohn-Sham gap (alpha / beta) = 5.42 / 5.43 eV
Spin multiplicity = 1
Relative energy (zero: lowest compared OMol25 entry of this formula, charge and spin) = 94.0 kJ/mol
LUMO level (alpha / beta) = -4.3 / -4.3 eV
Calculated total energy = -3168.183565 Eh
HOMO level (alpha / beta) = -9.76 / -9.76 eV

---

(2)
Formula: C24H43AuIP2
Source: the Open Molecules 2025 dataset
Level of theory: the ωB97M-V functional and the def2-TZVPD basis

The geometry in XYZ format:
```
71
Properties=species:S:1:pos:R:3:forces:R:3
Au 0.739199 -0.521589 0.747453 0.3 -1.8 -0.1
C 3.441843 -1.506391 0.978052 -0.9 1.2 0.8
C 2.494461 -1.127714 2.044086 -0.2 -0.6 -0.6
C 2.546590 -3.451853 1.814485 1.5 0.5 -1.5
C 3.423663 -2.888208 0.829036 -1.2 -2.2 1.2
C 2.016441 -2.417342 2.588621 0.6 0.9 -0.5
C 4.298263 -0.592832 0.186973 0.2 0.3 -0.1
H 4.026227 0.456999 0.339077 0.1 -0.2 0.0
H 4.237373 -0.806863 -0.893654 0.0 0.0 0.4
H 5.351052 -0.729792 0.489231 -0.3 0.1 -0.1
C 4.154701 -3.697237 -0.176036 0.3 0.0 -0.2
H 4.763020 -3.050808 -0.817294 -0.1 -0.3 0.0
H 3.454783 -4.259997 -0.807124 0.2 0.1 0.1
H 4.818330 -4.416958 0.322480 -0.1 0.1 -0.1
C 2.277258 -4.897989 1.946955 -0.1 -0.4 0.1
H 3.199559 -5.430431 2.219896 -0.2 0.0 -0.1
H 1.913459 -5.324181 1.000192 0.1 0.1 0.2
H 1.537367 -5.086846 2.731296 0.1 -0.1 -0.2
C 1.191842 -2.612472 3.797074 -0.3 0.2 0.4
H 1.801347 -3.040269 4.611787 -0.2 0.1 -0.2
H 0.367889 -3.318779 3.612271 0.3 0.2 0.1
H 0.775203 -1.662133 4.151907 0.0 -0.2 0.0
C 2.710121 0.058756 2.929756 0.3 0.4 0.5
H 3.554204 -0.117959 3.620527 -0.3 0.3 -0.1
H 1.810734 0.272768 3.519228 0.3 0.0 0.0
H 2.914002 0.956233 2.331881 0.1 -0.1 0.3
C -1.754921 2.922586 -2.905840 1.0 0.9 -0.6
C -0.931610 3.920202 -2.506983 -0.7 -0.4 -0.9
C -1.320750 5.030462 -1.573234 -0.1 0.5 -0.1
C -2.511068 4.740673 -0.627333 0.3 0.4 -0.4
C -2.549299 3.372436 0.004968 -0.7 -0.3 0.3
C -3.377184 2.394934 -0.410490 0.1 0.6 0.4
C -4.035835 2.361137 -1.775360 -0.4 0.1 0.0
C -3.247191 3.037082 -2.934930 -0.8 -0.2 0.3
H -1.555275 5.928265 -2.173520 0.1 -0.1 0.3
H -3.451116 4.955268 -1.157178 0.3 -0.2 0.3
H -0.448116 5.310165 -0.956377 -0.2 -0.2 -0.3
H -3.549076 4.096122 -3.008863 0.3 -0.5 0.0
H -1.343821 2.034337 -3.414685 0.0 0.8 -0.1
H 0.064916 4.019438 -2.960349 -0.2 -0.5 0.6
H -3.579738 2.554631 -3.873248 0.1 0.3 0.4
H -4.234475 1.313842 -2.066181 0.0 0.3 0.3
H -3.675380 1.588576 0.276847 0.6 0.1 -0.3
H -5.024339 2.847279 -1.708055 0.2 -0.2 -0.1
H -2.443791 5.474778 0.192433 -0.1 -0.2 -0.3
H -1.978228 3.278602 0.943472 -0.5 -0.1 -0.3
P 0.264251 0.295283 -1.397544 0.0 -0.4 0.6
P -1.547169 -1.263111 0.878389 0.7 0.2 0.2
C -1.560737 0.175434 -1.563111 0.1 0.4 -0.3
C -2.311000 -0.894516 -0.755261 0.0 0.0 -0.2
H -1.775351 0.080866 -2.631900 0.0 -0.2 0.1
H -1.895693 1.181698 -1.292222 0.0 -0.3 0.1
H -3.347002 -0.565526 -0.590211 0.2 -0.1 -0.1
H -2.340035 -1.825556 -1.340906 0.0 0.2 0.4
C -1.828767 -3.030344 1.194215 -0.1 -0.3 0.0
H -1.271022 -3.314322 2.100623 -0.2 0.1 -0.3
H -1.445925 -3.620485 0.342645 -0.2 0.3 0.5
H -2.901211 -3.237797 1.344915 0.3 0.1 0.0
C -2.381394 -0.411123 2.245661 -0.7 0.1 0.0
H -3.475565 -0.478687 2.136106 0.3 0.1 0.2
H -2.070412 0.641971 2.300645 -0.2 -0.4 -0.1
H -2.091778 -0.915696 3.182277 -0.1 0.2 -0.4
C 1.021293 -0.091952 -2.977249 0.1 -0.1 -0.7
H 2.108129 0.055088 -2.883473 -0.3 -0.1 -0.1
H 0.633503 0.562490 -3.779457 0.2 -0.1 0.4
H 0.808817 -1.146905 -3.221901 0.2 0.6 0.0
C 0.850442 1.957821 -0.947795 0.1 0.4 0.0
H 0.882542 2.076612 0.144463 0.0 0.0 -0.3
H 0.180966 2.714458 -1.357922 0.2 -0.1 0.2
H 1.859387 2.119918 -1.358304 -0.3 -0.2 0.1
I 0.761094 -3.032544 -1.255933 0.0 0.0 -0.1
```
Forces are in eV/Å.

Calculated values
Total charge = +1
Kohn-Sham gap (alpha / beta) = 7.74 / 5.16 eV
Spin multiplicity = 3
Relative energy (zero: lowest compared OMol25 entry of this formula, charge and spin) = 185.2 kJ/mol
⟨S²⟩ = 2.020
LUMO level (alpha / beta) = -2.5 / -5.1 eV
Calculated total energy = -2056.066289 Eh
HOMO level (alpha / beta) = -10.25 / -10.22 eV

---

(3)
Formula: C34H41ClN4P2Sn
Source: the Open Molecules 2025 dataset
Level of theory: the ωB97M-V functional and the def2-TZVPD basis

The geometry in XYZ format:
```
83
Properties=species:S:1:pos:R:3:forces:R:3
Sn -4.568000 -0.170441 -3.066577 2.7 -0.7 -0.7
C -6.603015 0.619598 -3.855428 -0.5 1.4 0.3
C -6.352794 1.266116 -2.606338 -0.6 -0.3 -0.4
C -7.003418 0.863980 -1.311449 -0.5 -0.1 0.6
C -7.091687 -0.670912 -1.120719 -0.6 0.6 0.4
C -5.922265 -1.444945 -1.684466 0.1 -0.7 0.0
C -5.926412 -2.073437 -2.968065 -0.6 0.1 1.3
C -7.065340 -1.909917 -3.944194 0.1 0.2 -0.7
C -7.637776 -0.470191 -4.074158 -0.2 -0.3 -0.2
C -1.749951 -0.905472 -2.449520 -0.5 0.0 -1.2
H -6.332301 1.168786 -4.763798 0.0 -0.1 0.4
H -5.995641 2.300092 -2.644889 0.0 -0.5 -0.1
H -8.019869 1.307043 -1.244760 0.4 -0.1 0.0
H -6.439429 1.320167 -0.473506 -0.2 -0.3 -0.4
H -7.155360 -0.864102 -0.031044 0.0 0.0 -0.6
H -8.027627 -1.046831 -1.557103 0.3 0.1 0.2
H -5.273123 -1.859970 -0.908071 0.1 -0.2 -0.5
H -5.288866 -2.949015 -3.110519 0.1 0.4 0.0
H -7.884403 -2.606019 -3.694944 0.3 0.1 0.0
H -6.709647 -2.177495 -4.950123 0.0 -0.2 0.4
H -8.025828 -0.348862 -5.103001 0.3 -0.1 0.4
H -8.528358 -0.334044 -3.437439 0.6 0.2 0.0
H -1.466342 -0.394045 -3.368743 -0.2 -0.1 0.2
H -1.917343 -1.979249 -2.582280 -0.4 0.5 0.1
H -1.066446 -0.689837 -1.628333 -0.7 0.3 0.2
P -1.801062 -1.499574 0.880458 -0.8 -2.1 1.0
P -1.551036 1.850460 0.371126 -0.9 2.0 0.0
N -2.668699 -2.962704 0.384053 -0.4 0.1 -1.1
N -1.688922 -2.042816 2.546939 0.4 0.2 0.4
N -2.194623 2.189273 -1.217072 -0.1 -0.4 -1.3
N -1.613108 3.576370 0.876652 0.2 -0.3 0.6
C -3.279657 -0.399389 0.922824 -0.1 0.4 0.2
C -3.007724 1.094877 1.236182 0.0 0.1 0.1
C -2.302772 -3.760569 -0.699196 -0.8 -0.3 0.3
C -3.305162 -4.686739 -0.945168 0.4 0.8 0.3
C -4.351704 -4.437331 0.001468 0.6 0.8 0.3
C -3.940748 -3.374530 0.791060 0.2 -0.4 -0.5
C -0.798470 -3.062983 2.929985 -0.5 0.8 1.0
C -0.957955 -3.290343 4.290725 -0.4 0.6 -1.1
C -1.986539 -2.407828 4.762652 0.0 0.3 -1.4
C -2.426576 -1.666175 3.670184 0.7 -0.6 0.5
C -1.376024 2.167752 -2.362475 -1.3 0.3 -0.1
C -2.124281 2.575769 -3.456115 0.4 -0.1 0.9
C -3.447889 2.863228 -2.991182 0.6 -0.6 0.8
C -3.460986 2.597798 -1.620630 0.6 -0.2 -0.2
C -2.478662 4.609658 0.502191 0.5 0.5 0.2
C -1.937781 5.832879 0.870540 0.0 -1.3 0.0
C -0.712154 5.554684 1.557644 -0.2 -1.0 -0.2
C -0.543295 4.178146 1.556742 -0.3 0.7 -0.4
H -3.998040 -0.786994 1.663143 0.2 0.2 -0.4
H -3.729171 -0.529734 -0.081787 0.3 0.2 0.5
H -3.925997 1.681362 1.055786 0.4 -0.1 0.2
H -2.747447 1.210731 2.308669 -0.2 0.0 -0.4
H -1.364180 -3.585665 -1.195450 0.1 -0.2 0.0
H -3.285549 -5.450934 -1.708239 0.0 0.0 0.1
H -5.292771 -4.968136 0.086334 0.2 0.1 0.1
H -4.432020 -2.878305 1.612469 0.0 -0.2 0.1
H -0.122603 -3.492221 2.206116 -0.1 -0.1 0.1
H -0.412030 -4.009296 4.875849 0.0 0.0 0.0
H -2.366747 -2.330106 5.764178 0.0 0.0 0.1
H -3.176670 -0.893407 3.594703 0.1 -0.1 0.2
H -0.351383 1.830347 -2.282977 -0.4 0.1 -0.1
H -1.763228 2.661416 -4.468372 0.0 0.0 0.0
H -4.280752 3.240044 -3.568816 0.2 0.0 0.0
H -4.222499 2.759604 -0.869691 -0.1 -0.1 -0.3
H -3.422188 4.404843 0.027656 0.2 0.1 -0.1
H -2.359680 6.809552 0.666296 0.0 -0.3 0.1
H -0.049307 6.284856 1.998598 0.0 -0.1 0.0
H 0.215953 3.555724 2.002119 0.1 0.1 0.0
Cl 3.333070 -0.088315 -2.591707 0.2 0.0 0.0
C 3.695010 0.353264 -0.987119 0.2 0.0 -0.1
C 4.831880 -0.151433 -0.377490 0.1 -0.1 -0.3
C 5.088997 0.116664 0.974796 -0.4 0.1 -0.7
C 4.159540 0.846909 1.723401 -0.8 0.6 0.5
C 3.022900 1.368571 1.133585 0.3 0.1 0.3
C 2.781064 1.233541 -0.281660 -0.6 -0.2 -0.4
C 1.749817 1.907584 -0.922353 1.6 -0.2 1.3
H 5.519066 -0.764815 -0.961809 -0.2 0.2 0.2
H 5.997249 -0.258192 1.439855 -0.2 0.0 -0.1
H 4.337438 1.017347 2.786308 -0.1 -0.1 -0.3
H 2.282746 1.912901 1.725937 0.4 -0.1 -0.2
H 1.120520 2.582384 -0.344545 0.0 -0.1 -0.1
H 1.649606 1.890396 -1.997287 0.0 -0.2 0.0
```
Forces are in eV/Å.

Calculated values
Total charge = +2
Kohn-Sham gap = 3.89 eV
Spin multiplicity = 1
LUMO level = -8.3 eV
Calculated total energy = -2895.600519 Eh
HOMO level = -12.24 eV

---

Q: Which of these has the highest spin multiplicity?
A: C24H43AuIP2

---

Q: spin multiplicity of number 1 (C41H37CeI2N8O)?
A: 1